# 1
C5H8O3 in the gas phase, computed with ωB97M-V/def2-TZVPD.

Geometry (Å):
O (0.049, -1.119, -0.266)
O (-2.477, -0.032, -0.903)
O (-0.020, 1.315, -0.262)
C (1.427, -1.203, -0.220)
C (2.096, 0.245, -0.324)
C (-1.987, 0.144, 0.357)
C (-0.512, 0.113, 0.277)
C (1.344, 1.349, -0.313)
H (-2.358, 1.052, 0.977)
H (1.614, 2.456, -0.394)
H (-0.223, 0.087, 1.383)
H (1.771, -1.721, 0.746)
H (3.169, 0.165, -0.139)
H (-2.350, -0.690, 1.008)
H (1.844, -1.882, -0.969)
H (-3.386, -0.280, -0.960)

## Properties
- HOMO-LUMO gap (eV) = 9.8
- structure (SMILES) = OC[C@@H]1OC=CCO1

=====

# 2
4 unconnected molecules or ions with the total composition C26H55BClFO13, computed with ωB97M-V/def2-TZVPD.

Geometry (Å):
Cl (2.205, -0.205, 5.202)
F (0.514, 3.794, 3.811)
O (-0.542, -0.932, -7.449)
O (0.486, -3.524, 1.686)
O (4.249, 1.358, 5.171)
O (3.660, 0.517, 7.781)
O (3.361, 2.511, 3.553)
O (4.684, 0.720, 2.970)
O (0.917, -4.477, -1.235)
O (-3.839, 3.453, -1.165)
O (0.137, -0.919, -3.939)
O (2.163, -1.455, 0.110)
O (2.252, -1.318, -6.153)
O (-3.555, 0.524, -2.132)
O (-4.648, 1.556, 1.149)
C (2.873, 1.432, 5.575)
C (1.435, -0.366, -4.047)
C (-0.252, -4.514, -0.435)
C (4.160, 1.455, 3.781)
C (-0.557, 0.533, 3.646)
C (2.393, 2.695, 8.069)
C (1.253, -2.250, -6.536)
C (-0.113, -1.416, -2.641)
C (-2.740, 2.555, -1.126)
C (2.377, 2.572, 4.661)
C (1.102, -5.675, -1.952)
C (-5.263, 2.752, 0.703)
C (-0.284, -3.336, 0.511)
C (1.793, -0.145, -5.498)
C (-1.109, -0.350, -8.599)
C (-3.714, -0.206, -3.328)
C (-5.096, 2.909, -0.791)
C (2.268, -0.050, 0.059)
C (1.892, -3.379, 1.537)
C (2.333, -1.938, 1.433)
C (2.596, 3.973, 5.197)
C (0.489, -1.846, -7.776)
C (-4.566, 1.501, 2.553)
C (-2.674, 1.619, -2.310)
C (0.994, 2.503, 3.952)
C (-0.131, 1.670, 4.570)
B (2.982, 1.548, 7.184)
H (0.036, -2.740, -8.229)
H (-0.014, -0.619, -1.892)
H (3.049, 0.049, 8.350)
H (2.581, 2.497, 9.114)
H (0.004, -2.415, -0.001)
H (-2.721, 1.998, -0.187)
H (-0.996, 2.312, 4.652)
H (2.836, 3.658, 7.858)
H (0.247, -5.879, -2.608)
H (-1.131, -4.472, -1.095)
H (1.180, -1.392, -8.497)
H (2.169, 0.252, -0.982)
H (-1.465, 0.065, 3.996)
H (-4.816, 3.616, 1.211)
H (-1.529, -1.114, -9.263)
H (1.320, 2.806, 7.937)
H (2.318, -3.797, 2.451)
H (3.511, 3.995, 5.770)
H (2.675, 4.653, 4.372)
H (-5.289, 1.966, -1.306)
H (-1.648, 1.234, -2.407)
H (-1.910, 0.311, -8.276)
H (3.396, -1.859, 1.698)
H (1.994, -5.560, -2.565)
H (-2.747, -0.577, -3.685)
H (-4.117, 0.547, 2.821)
H (-1.311, -3.214, 0.860)
H (0.570, -2.461, -5.711)
H (-5.834, 3.637, -1.134)
H (-5.561, 1.564, 3.011)
H (0.224, -0.198, 3.523)
H (1.247, -6.521, -1.271)
H (-0.365, 0.238, -9.149)
H (2.268, -3.962, 0.694)
H (-0.283, -5.447, 0.142)
H (2.171, -1.037, -3.586)
H (1.172, 2.162, 2.943)
H (0.961, 0.310, -6.039)
H (-1.136, -1.789, -2.623)
H (1.796, -3.169, -6.765)
H (-3.937, 2.311, 2.942)
H (2.636, 0.548, -5.532)
H (0.116, 1.296, 5.552)
H (-4.366, -1.054, -3.123)
H (0.567, -2.238, -2.396)
H (-1.853, 3.191, -1.157)
H (3.237, 0.290, 0.440)
H (1.747, -1.328, 2.132)
H (-0.745, 0.943, 2.661)
H (-2.935, 2.166, -3.224)
H (1.788, 4.239, 5.863)
H (-4.176, 0.408, -4.110)
H (1.453, 0.600, -3.519)
H (-6.334, 2.710, 0.946)
H (1.465, 0.422, 0.641)

## Properties
- HOMO-LUMO gap (eV) = 9.4
- structure (SMILES) = CC[C@@H](F)[C@]1(C)OC(=O)O[C@@]1(Cl)B(C)O.COCCOCCOC.COCCOCCOC.COCCOCCOC

=====

# 3
2 unconnected molecules or ions with the total composition C6H15FNP, computed with ωB97M-V/def2-TZVPD.

Geometry (Å):
P (2.467, 1.183, -0.621)
F (-2.303, -0.627, 0.782)
N (1.689, -0.150, 0.243)
C (0.205, -2.047, -0.168)
C (-1.573, 0.463, 0.327)
C (-1.140, 1.281, 1.551)
C (2.220, -0.576, 1.535)
C (-2.197, 1.009, -0.880)
C (0.609, -0.659, -0.394)
H (2.922, -1.338, 1.451)
H (1.358, -0.847, 2.351)
H (-1.965, 2.012, 1.691)
H (-2.110, 2.123, -1.005)
H (-1.850, 0.489, -1.755)
H (0.930, -2.763, -0.560)
H (-3.279, 0.772, -0.929)
H (3.109, 0.488, -1.594)
H (2.764, 0.275, 2.019)
H (-1.121, 0.702, 2.430)
H (-0.768, -2.315, -0.672)
H (-0.266, 1.931, 1.303)
H (0.363, -0.369, -1.423)
H (1.278, 1.489, -1.223)
H (-0.028, -2.174, 0.955)

## Properties
- HOMO-LUMO gap (spin up / spin down) (eV) = 7.5 / 7.0

=====

# 4
A molecular structure, C19H19F7N6O6Pt, computed with ωB97M-V/def2-TZVPD.

Geometry (Å):
Pt (-0.864, 1.594, 0.429)
F (-0.981, 6.136, 2.017)
F (-0.662, 4.755, 0.390)
F (-2.561, 4.787, 1.411)
F (-1.047, 5.162, 4.518)
F (-0.859, 3.029, 4.793)
F (-2.168, -3.311, -4.184)
F (-2.664, 3.847, 3.946)
O (-0.719, 0.081, -0.933)
O (-4.574, 2.944, -0.591)
O (2.893, 0.558, 1.265)
O (1.128, 1.713, 0.558)
O (-2.622, 2.881, -1.488)
O (-1.138, 2.563, 2.151)
N (-4.637, 2.323, 1.881)
N (-3.408, 2.576, -0.631)
N (-2.330, -0.436, 2.155)
N (-2.925, 1.684, 0.336)
N (-3.340, 0.519, 2.300)
N (2.508, -2.353, -1.485)
C (0.236, -1.758, -1.981)
C (-0.691, 3.798, 2.558)
C (0.824, 3.941, 2.676)
C (2.445, -4.562, -3.348)
C (0.323, -0.621, -1.067)
C (1.335, -2.601, -2.187)
C (0.063, -3.890, -3.752)
C (3.734, -3.836, -2.993)
C (1.549, -0.446, -0.383)
C (-1.028, -3.056, -3.519)
C (2.564, -1.334, -0.626)
C (-3.629, 1.545, 1.487)
C (-1.321, 3.974, 3.960)
C (-0.965, -1.998, -2.662)
C (3.566, -4.338, -0.498)
C (-1.228, 4.886, 1.597)
C (1.883, 0.664, 0.595)
C (3.662, -3.271, -1.582)
C (1.252, -3.679, -3.095)
H (1.276, 3.755, 1.707)
H (4.544, -2.655, -1.403)
H (2.631, -4.895, -0.572)
H (-1.811, -1.344, -2.507)
H (-1.439, 0.016, 2.358)
H (1.197, 3.190, 3.367)
H (4.590, -4.507, -3.061)
H (2.356, -5.480, -2.760)
H (-4.918, 2.302, 2.845)
H (-3.734, 0.546, 3.224)
H (-4.905, 3.101, 1.303)
H (-2.302, -0.723, 1.183)
H (3.491, -1.201, -0.080)
H (-0.037, -4.701, -4.463)
H (4.396, -5.041, -0.588)
H (3.608, -3.883, 0.491)
H (2.454, -4.866, -4.395)
H (1.098, 4.935, 3.031)
H (3.901, -3.016, -3.695)

## Properties
- HOMO-LUMO gap (eV) = 7.9

=====

# 5
A molecular structure, C9H10N2SeZr, computed with ωB97M-V/def2-TZVPD.

Geometry (Å):
Zr (-0.671, 0.176, -0.548)
Se (-4.888, -2.017, 1.065)
N (-1.615, 1.436, -1.638)
N (-2.296, -1.008, 0.144)
C (-3.336, -1.445, 0.542)
C (2.230, -1.725, -1.164)
C (-0.180, 2.415, 0.537)
C (-1.145, 1.762, 1.369)
C (1.017, 1.616, 0.515)
C (0.792, 0.476, 1.358)
C (2.688, -1.339, -2.345)
C (1.592, -2.309, -0.151)
C (-0.548, 0.562, 1.881)
H (-2.159, 2.024, -2.261)
H (-2.141, 2.131, 1.615)
H (3.669, -1.658, -2.722)
H (0.668, -2.897, -0.289)
H (1.523, -0.292, 1.593)
H (2.023, -2.335, 0.860)
H (1.959, 1.869, 0.029)
H (-0.310, 3.360, 0.020)
H (-0.989, -0.126, 2.599)
H (2.116, -0.674, -3.011)

## Properties
- HOMO-LUMO gap (eV) = 7.1